# 1
ORCA calculation (the ωB97M-V functional and the def2-TZVPD basis) on a 15-piece molecular cluster, C26H62N15O27 overall in a non-equilibrium geometry.

Calculated values
Spin multiplicity: 1
HOMO energy (eV): -9.5
LUMO (eV): -5.417
Net charge: +1
DFT total energy (eV): -105541.7957

Bonds (Å) are listed after each position.
Cartesian coordinates (Å):
1 C -1.5205 -1.2764 2.0499  C2 1.593, H12 1.140, H13 1.142, H14 1.214
2 C -0.4937 -0.7727 0.9417  C1 1.593, C3 1.474, N7 1.387, C11 1.460
3 C 0.4007 -1.9253 0.7342  C2 1.474, C4 1.541, H15 1.079, H16 1.264
4 C 1.4852 -1.6644 -0.3284  C3 1.541, C5 1.539, H17 1.082, H18 1.067
5 C 0.7280 -1.3567 -1.6326  C4 1.539, C6 1.568, H19 1.107, H20 1.151
6 C -0.2845 -0.1769 -1.4331  C5 1.568, N7 1.430, C9 1.570, C10 1.558
7 N -1.0729 -0.3922 -0.2593  C2 1.387, C6 1.430, O8 1.375
8 O -2.4411 -0.3593 -0.3873  N7 1.375
9 C -1.3046 -0.0247 -2.6171  C6 1.570, H21 1.174, H22 1.168, H23 1.129
10 C 0.4779 1.1819 -1.4292  C6 1.558, H24 1.013, H25 1.093, H26 1.196
11 C 0.3134 0.3249 1.4678  C2 1.460, H27 1.203, H28 1.020, H29 1.151
12 H -2.3864 -0.5517 1.8921  C1 1.140
13 H -1.1376 -1.3729 3.1210  C1 1.142
14 H -1.9490 -2.3297 1.6237  C1 1.214
15 H -0.0956 -2.8750 0.6076  C3 1.079
16 H 0.9868 -2.1797 1.8247  C3 1.264
17 H 2.2401 -2.4079 -0.5486  C4 1.082
18 H 2.1846 -0.8730 -0.1761  C4 1.067
19 H 0.0538 -2.2276 -1.7398  C5 1.107
20 H 1.5047 -1.2879 -2.4796  C5 1.151
21 H -0.9175 0.1081 -3.7176  C9 1.174
22 H -2.1680 0.7590 -2.5555  C9 1.168
23 H -1.8571 -0.9789 -2.8610  C9 1.129
24 H 0.7337 1.5815 -2.3244  C10 1.013
25 H 1.4360 1.3351 -0.9258  C10 1.093
26 H -0.2818 2.0446 -1.1007  C10 1.196
27 H 0.5977 0.0664 2.6078  C11 1.203
28 H -0.1742 1.1870 1.7110  C11 1.020
29 H 1.2772 0.6846 0.9512  C11 1.151
30 N -2.9062 6.0419 -1.6792  C31 1.355, C34 1.433, H35 0.886
31 C -1.8865 5.1645 -1.8399  N30 1.355, C32 1.481, H36 1.172
32 C -0.6510 5.7942 -1.3208  C31 1.481, C33 1.509, H37 1.096
33 C -1.0380 7.1116 -0.6949  C32 1.509, C34 1.526, H38 1.122
34 C -2.5485 7.1861 -0.8949  N30 1.433, C33 1.526, H39 1.105
35 H -3.7464 5.9890 -1.9567  N30 0.886
36 H -1.9291 4.0891 -2.3048  C31 1.172
37 H 0.3583 5.3843 -1.4387  C32 1.096
38 H -0.4516 7.8861 -0.1328  C33 1.122
39 H -3.2779 8.0164 -0.8803  C34 1.105
40 C -6.7480 -0.6310 2.3398  N41 1.441, H44 1.025, H45 1.028, H46 0.951
41 N -5.5128 0.1026 2.4518  C40 1.441, O42 1.265, O43 1.247
42 O -4.7680 -0.0629 3.4610  N41 1.265
43 O -5.1193 0.9684 1.6459  N41 1.247
44 H -7.3587 -0.0292 2.9007  C40 1.025
45 H -6.5499 -1.6152 2.5617  C40 1.028
46 H -6.9799 -0.6520 1.4178  C40 0.951
47 C 2.5567 3.2551 -4.6310  N48 1.497, H51 1.046, H52 1.003, H53 1.100
48 N 1.2944 3.0129 -5.3978  C47 1.497, O49 1.287, O50 1.211
49 O 0.2424 2.9715 -4.6571  N48 1.287
50 O 1.2428 3.2133 -6.5910  N48 1.211
51 H 2.4402 2.9244 -3.6450  C47 1.046
52 H 2.7617 4.2241 -4.7887  C47 1.003
53 H 3.1535 2.6183 -5.3012  C47 1.100
54 C 2.6008 -4.1064 -5.1069  N55 1.456, H58 1.009, H59 1.180, H60 1.018
55 N 3.5532 -3.7002 -4.0838  C54 1.456, O56 1.273, O57 1.228
56 O 3.1744 -2.9544 -3.1246  N55 1.273
57 O 4.6955 -3.8417 -4.5110  N55 1.228
58 H 2.8080 -5.0174 -5.4880  C54 1.009
59 H 2.8844 -3.3555 -5.9718  C54 1.180
60 H 1.7165 -4.1490 -4.6045  C54 1.018
61 C -3.2146 -2.3486 5.4237  N62 1.519, H65 1.187, H66 1.026, H67 0.963
62 N -1.8385 -2.0438 5.9903  C61 1.519, O63 1.182, O64 1.237
63 O -1.1981 -2.9584 6.3769  N62 1.182
64 O -1.2976 -1.0077 5.5862  N62 1.237
65 H -3.0760 -2.5864 4.2695  C61 1.187
66 H -3.9550 -1.7345 5.7817  C61 1.026
67 H -3.5935 -3.1886 5.7052  C61 0.963
68 C 1.2738 4.0566 3.1515  N69 1.513, H72 1.102, H73 1.179, H74 1.050
69 N 1.6724 3.8605 1.7056  C68 1.513, O70 1.217, O71 1.213
70 O 2.2597 2.8314 1.4281  N69 1.217
71 O 1.3410 4.7755 0.9823  N69 1.213
72 H 0.5943 3.2203 3.3802  C68 1.102
73 H 0.6477 5.0551 3.1131  C68 1.179
74 H 2.1400 4.0171 3.7431  C68 1.050
75 C -3.1979 -5.1565 0.5253  N76 1.412, H79 1.261, H80 1.173, H81 1.066
76 N -2.8879 -4.4901 -0.6804  C75 1.412, O77 1.267, O78 1.239
77 O -2.3621 -3.3390 -0.6107  N76 1.267
78 O -2.9092 -5.1465 -1.7314  N76 1.239
79 H -3.7623 -4.3988 1.3602  C75 1.261
80 H -2.1358 -5.4407 0.9331  C75 1.173
81 H -4.0389 -5.7633 0.2773  C75 1.066
82 C -0.4095 -5.9571 4.7840  N83 1.426, H86 1.113, H87 1.109, H88 0.864
83 N -1.2776 -5.0519 4.1059  C82 1.426, O84 1.191, O85 1.236
84 O -0.8927 -4.0345 3.6220  N83 1.191
85 O -2.3953 -5.5718 4.0204  N83 1.236
86 H 0.6605 -5.6835 4.6471  C82 1.113
87 H -0.7223 -6.9856 4.5105  C82 1.109
88 H -0.2385 -5.8682 5.6263  C82 0.864
89 C -3.8401 3.9140 0.6981  N90 1.455, H93 1.239, H94 1.026, H95 1.169
90 N -3.1130 2.9278 -0.0867  C89 1.455, O91 1.273, O92 1.248
91 O -1.8817 2.7601 0.1890  N90 1.273
92 O -3.5693 2.6111 -1.2039  N90 1.248
93 H -4.2148 3.3016 1.7081  C89 1.239
94 H -4.5485 4.3637 0.1071  C89 1.026
95 H -2.9223 4.5558 1.0316  C89 1.169
96 C 4.9703 -2.9613 1.0184  N97 1.509, H100 1.100, H101 1.147, H102 1.040
97 N 6.0385 -2.3789 0.1256  C96 1.509, O98 1.206, O99 1.201
98 O 5.8584 -2.4601 -1.0644  N97 1.206
99 O 6.7961 -1.6131 0.6557  N97 1.201
100 H 4.2456 -2.1699 1.2613  C96 1.100
101 H 5.4677 -3.2292 2.0164  C96 1.147
102 H 4.5622 -3.7337 0.4534  C96 1.040
103 C 5.0916 -0.3797 -3.9535  N104 1.474, H107 1.085, H108 1.078, H109 1.165
104 N 3.8566 -0.3909 -4.7573  C103 1.474, O105 1.230, O106 1.215
105 O 3.9139 -0.8645 -5.8911  N104 1.230
106 O 2.8992 0.1879 -4.2843  N104 1.215
107 H 5.0198 0.5021 -3.3246  C103 1.085
108 H 6.0515 -0.4017 -4.4427  C103 1.078
109 H 5.1704 -1.3350 -3.2918  C103 1.165
110 C -2.8800 2.1207 5.5689  N111 1.518, H114 1.111, H115 1.058, H116 1.128
111 N -1.6889 2.7708 4.8874  C110 1.518, O112 1.274, O113 1.247
112 O -0.7453 3.3978 5.4701  N111 1.274
113 O -1.6612 2.4993 3.6704  N111 1.247
114 H -3.7586 1.9834 4.9027  C110 1.111
115 H -3.0374 2.6111 6.4932  C110 1.058
116 H -2.6021 1.0282 5.6186  C110 1.128
117 C 0.3616 -0.3981 -6.4995  N118 1.515, H121 1.120, H122 1.115, H123 1.092
118 N 1.0301 -1.2638 -7.5483  C117 1.515, O119 1.167, O120 1.210
119 O 1.7517 -0.7499 -8.3073  N118 1.167
120 O 0.6775 -2.4205 -7.5027  N118 1.210
121 H 0.3499 0.6770 -6.8120  C117 1.120
122 H 0.7839 -0.6074 -5.4885  C117 1.115
123 H -0.6747 -0.7374 -6.5651  C117 1.092
124 C 4.8298 1.4098 2.9257  N125 1.465, H128 1.121, H129 0.886, H130 1.110
125 N 3.9381 0.4857 2.2211  C124 1.465, O126 1.218, O127 1.246
126 O 3.4276 -0.4301 2.8413  N125 1.218
127 O 3.8168 0.6436 0.9907  N125 1.246
128 H 4.1390 2.0722 3.5092  C124 1.121
129 H 5.2068 1.8096 2.2303  C124 0.886
130 H 5.3510 0.7522 3.6528  C124 1.110

=====

# 2
ORCA calculation (the ωB97M-V functional and the def2-TZVPD basis) on a 8-piece molecular cluster, C26H62NO22S5 overall in a non-equilibrium geometry.

Calculated values
Spin multiplicity: 1
HOMO energy (eV): -12.0
LUMO (eV): -2.348
Energy relative to the best compared isomer or geometry (same formula, charge and spin) (kcal per mole): 67.4
Net charge: +1
DFT total energy (eV): -128655.1186

Bonds (Å) are listed after each position.
Cartesian coordinates (Å):
1 C 0.1411 -1.5298 2.6215  N2 1.472, H8 1.177, H9 1.113, H10 1.113
2 N -0.9029 -0.6248 2.1125  C1 1.472, C3 1.534, C4 1.452, C5 1.545
3 C -1.9699 -1.4948 1.4365  N2 1.534, H11 1.078, H12 1.236, H13 0.961
4 C -1.4269 0.1152 3.2465  N2 1.452, H14 1.090, H15 1.038, H16 1.040
5 C -0.2899 0.2512 0.9975  N2 1.545, C6 1.531, H17 1.130, H18 1.204
6 C 0.1051 -0.3378 -0.3595  C5 1.531, O7 1.463, H19 1.019, H20 1.001
7 O 0.9191 0.6412 -1.0795  C6 1.463, H21 0.922
8 H 1.0301 -0.7798 2.8025  C1 1.177
9 H 0.7731 -2.1428 1.9405  C1 1.113
10 H -0.2189 -2.1148 3.4975  C1 1.113
11 H -1.7029 -2.1178 0.5985  C3 1.078
12 H -2.6089 -0.6928 0.7465  C3 1.236
13 H -2.5899 -1.8838 2.0585  C3 0.961
14 H -0.7799 0.8432 3.7355  C4 1.090
15 H -1.8539 -0.4758 3.9855  C4 1.038
16 H -2.2259 0.7442 3.0275  C4 1.040
17 H 0.6101 0.8272 1.3645  C5 1.130
18 H -1.0789 1.1522 1.1235  C5 1.204
19 H -0.6629 -0.4658 -1.0165  C6 1.019
20 H 0.6171 -1.1598 -0.1045  C6 1.001
21 H 0.4351 1.3332 -1.4485  O7 0.922
22 O 1.2701 4.2132 -4.1825  S23 1.485
23 S 0.0661 3.8832 -3.3785  O22 1.485, O24 1.439, O25 1.712, C28 1.816
24 O -1.2099 4.4152 -3.7765  S23 1.439
25 O -0.2209 2.1972 -3.3085  S23 1.712, C26 1.428
26 C -0.4239 1.6542 -4.6135  O25 1.428, C27 1.589, H29 0.944, H30 1.195
27 C -0.7759 0.1082 -4.5045  C26 1.589, H31 1.176, H32 1.186, H33 1.055
28 C 0.2291 4.2992 -1.6185  S23 1.816, H34 1.013, H35 1.153, H36 0.995
29 H 0.3121 1.9242 -5.1395  C26 0.944
30 H -1.2739 2.1172 -5.3135  C26 1.195
31 H -0.9659 -0.3118 -5.5865  C27 1.176
32 H -1.7619 -0.1708 -3.9065  C27 1.186
33 H 0.0021 -0.4268 -4.0335  C27 1.055
34 H -0.6309 3.9372 -1.2245  C28 1.013
35 H 0.3071 5.4482 -1.6645  C28 1.153
36 H 1.0101 3.9632 -1.1025  C28 0.995
37 O -2.2579 1.3522 -1.3805  S38 1.428
38 S -3.6249 1.5122 -1.7615  O37 1.428, O39 1.424, O40 1.692, C43 1.759
39 O -3.9859 1.5252 -3.1385  S38 1.424
40 O -4.4879 0.1952 -1.1425  S38 1.692, C41 1.387
41 C -4.1269 -1.1158 -1.4175  O40 1.387, C42 1.523, H44 1.122, H45 1.100
42 C -5.0539 -2.1678 -0.8235  C41 1.523, H46 1.225, H47 1.084, H48 1.031
43 C -4.5079 2.8392 -1.0175  S38 1.759, H49 1.136, H50 0.971, H51 1.046
44 H -3.0639 -1.2908 -1.1025  C41 1.122
45 H -4.0789 -1.0528 -2.5145  C41 1.100
46 H -4.9929 -3.3328 -1.1975  C42 1.225
47 H -6.0839 -1.8778 -0.9995  C42 1.084
48 H -4.8769 -2.4928 0.1385  C42 1.031
49 H -4.2939 2.8252 0.0985  C43 1.136
50 H -5.4489 2.6062 -1.0685  C43 0.971
51 H -4.2949 3.8622 -0.9805  C43 1.046
52 O 4.4331 3.2672 -0.3875  S53 1.374
53 S 4.0131 4.0062 0.6925  O52 1.374, O54 1.452, O55 1.619, C58 1.796
54 O 5.0151 4.5662 1.5825  S53 1.452
55 O 3.0291 5.1562 0.1185  S53 1.619, C56 1.370
56 C 3.7491 6.2962 -0.1225  O55 1.370, C57 1.592, H59 1.085, H60 1.130
57 C 2.7071 7.4482 -0.4725  C56 1.592, H61 1.229, H62 1.185, H63 0.974
58 C 2.9741 3.0742 1.8225  S53 1.796, H64 1.159, H65 0.960, H66 1.150
59 H 4.6691 6.0712 -0.6515  C56 1.085
60 H 3.9551 6.7602 0.8875  C56 1.130
61 H 2.6131 7.2882 -1.6875  C57 1.229
62 H 3.4331 8.3842 -0.4675  C57 1.185
63 H 1.8761 7.5692 0.0205  C57 0.974
64 H 1.9631 2.9752 1.2635  C58 1.159
65 H 2.8721 3.6112 2.6115  C58 0.960
66 H 3.3201 2.0152 2.1075  C58 1.150
67 O 2.4941 -3.7048 -4.6665  S68 1.480
68 S 3.2001 -2.4428 -4.9835  O67 1.480, O69 1.427, O70 1.716, C73 1.689
69 O 2.4061 -1.3068 -5.3215  S68 1.427
70 O 4.0531 -2.0538 -3.5465  S68 1.716, C71 1.467
71 C 3.2731 -1.2398 -2.6085  O70 1.467, C72 1.594, H74 1.110, H75 1.027
72 C 3.8611 -1.2458 -1.1265  C71 1.594, H76 1.130, H77 1.058, H78 1.082
73 C 4.4031 -2.6518 -6.1505  S68 1.689, H79 1.142, H80 1.092, H81 1.081
74 H 2.2051 -1.5368 -2.5465  C71 1.110
75 H 3.3641 -0.3288 -3.0745  C71 1.027
76 H 4.9551 -0.9698 -1.0695  C72 1.130
77 H 3.4951 -2.0098 -0.4925  C72 1.058
78 H 3.3141 -0.4398 -0.6545  C72 1.082
79 H 4.9981 -3.5578 -5.7925  C73 1.142
80 H 4.9581 -1.7138 -6.0775  C73 1.092
81 H 3.9971 -2.8208 -7.1385  C73 1.081
82 O -3.7549 -6.5448 2.4715  S83 1.427
83 S -3.2649 -5.2588 2.0955  O82 1.427, O84 1.442, O85 1.603, C88 1.752
84 O -4.1989 -4.1718 2.2505  S83 1.442
85 O -1.9359 -4.9358 2.9315  S83 1.603, C86 1.445
86 C -1.6699 -5.5888 4.1925  O85 1.445, C87 1.541, H89 1.266, H90 1.196
87 C -0.4119 -4.9818 4.8445  C86 1.541, H91 1.146, H92 1.077, H93 1.129
88 C -2.7949 -5.3338 0.4095  S83 1.752, H94 0.987, H95 0.946, H96 0.976
89 H -1.4609 -6.7958 3.8725  C86 1.266
90 H -2.5159 -5.7748 5.0175  C86 1.196
91 H -0.6459 -3.9668 5.3225  C87 1.146
92 H 0.3531 -4.7608 4.1195  C87 1.077
93 H -0.0079 -5.5268 5.7475  C87 1.129
94 H -3.5859 -5.6108 -0.1115  C88 0.987
95 H -2.1879 -6.0568 0.4775  C88 0.946
96 H -2.4279 -4.5488 -0.0395  C88 0.976
97 C -1.0589 5.7982 4.0205  C98 1.489, O102 1.433, H103 1.075, H104 0.974
98 C 0.2491 5.3452 3.4725  C97 1.489, O99 1.333, H105 1.084, H106 1.079
99 O 0.0021 4.6692 2.3505  C98 1.333, C100 1.376
100 C -1.3449 4.4312 2.2005  O99 1.376, O101 1.264, O102 1.267
101 O -1.8099 3.5442 1.4295  C100 1.264
102 O -1.9149 5.0512 3.1465  C97 1.433, C100 1.267
103 H -1.4479 6.7972 4.0985  C97 1.075
104 H -1.4049 5.6592 4.9205  C97 0.974
105 H 1.0121 4.8322 4.0465  C98 1.084
106 H 0.8931 6.1882 3.2765  C98 1.079
107 C 1.3751 -6.3588 1.3345  C108 1.518, O112 1.403, H113 1.113, H114 0.901
108 C 2.2051 -5.1678 1.7795  C107 1.518, O109 1.461, H115 1.111, H116 1.071
109 O 1.6951 -4.0628 0.9715  C108 1.461, C110 1.366
110 C 0.6751 -4.5888 0.2315  O109 1.366, O111 1.293, O112 1.322
111 O -0.0489 -3.9058 -0.5945  C110 1.293
112 O 0.3411 -5.8278 0.5485  C107 1.403, C110 1.322
113 H 1.0661 -6.9508 2.2245  C107 1.113
114 H 1.9851 -6.8678 0.9095  C107 0.901
115 H 3.2991 -5.1928 1.5895  C108 1.111
116 H 2.0731 -4.7278 2.7465  C108 1.071